C22H32Br15F9O3S | ωB97M-V/def2-TZVPD

Element x y z (Å)
1 O 7.52 1.90 -1.86
2 C 6.36 1.70 -1.73
3 O 5.73 0.57 -1.20
4 C 4.48 1.04 -0.78
5 O 3.75 0.48 -0.03
6 C 4.23 2.36 -1.47
7 C 2.87 2.99 -1.39
8 C 1.90 2.31 -2.36
9 C 0.42 2.44 -1.95
10 F -0.05 3.52 -2.66
11 F 0.25 2.80 -0.66
12 C -0.49 1.27 -2.38
13 F -0.29 1.06 -3.69
14 F -1.78 1.65 -2.28
15 S -0.27 -0.37 -1.49
16 F -1.35 -1.00 -2.48
17 F -1.39 0.05 -0.44
18 F 0.90 0.15 -0.55
19 F 0.85 -0.85 -2.52
20 F -0.18 -1.77 -0.77
21 C 5.35 2.76 -2.09
22 Br 5.60 4.27 -3.14
23 H 2.57 2.93 -0.34
24 H 2.96 4.05 -1.65
25 H 1.98 2.74 -3.36
26 H 2.15 1.25 -2.46
27 Br -7.29 -0.05 -0.83
28 C -5.77 -1.23 -1.15
29 C -4.69 -0.54 -1.94
30 Br -5.16 -0.40 -3.83
31 H -6.16 -2.11 -1.64
32 H -5.40 -1.49 -0.17
33 H -3.78 -1.12 -1.92
34 H -4.49 0.47 -1.59
35 Br 1.73 -0.33 5.34
36 C 0.95 -0.83 3.62
37 C 1.89 -1.68 2.82
38 Br 3.32 -0.63 2.01
39 H 0.68 0.10 3.12
40 H 0.04 -1.37 3.87
41 H 1.36 -2.13 1.97
42 H 2.35 -2.47 3.41
43 Br 6.90 4.39 -6.84
44 C 7.59 6.15 -7.29
45 C 7.77 6.99 -6.05
46 Br 6.07 7.66 -5.38
47 H 6.90 6.59 -8.00
48 H 8.55 5.97 -7.77
49 H 8.37 7.87 -6.28
50 H 8.24 6.44 -5.23
51 Br -5.25 -2.43 4.68
52 C -5.96 -2.95 2.95
53 C -5.00 -3.83 2.20
54 Br -3.53 -2.81 1.44
55 H -6.20 -2.03 2.42
56 H -6.88 -3.49 3.17
57 H -5.50 -4.29 1.34
58 H -4.56 -4.61 2.82
59 Br -5.25 -4.45 10.62
60 C -5.85 -3.99 8.82
61 C -5.81 -5.19 7.91
62 Br -4.00 -5.61 7.35
63 H -5.21 -3.18 8.48
64 H -6.87 -3.63 8.94
65 H -6.35 -4.98 6.99
66 H -6.22 -6.08 8.37
67 Br -9.26 -1.97 2.42
68 C -9.11 -0.03 2.46
69 C -8.23 0.43 3.58
70 Br -9.14 0.33 5.30
71 H -10.13 0.36 2.52
72 H -8.68 0.24 1.50
73 H -7.98 1.48 3.46
74 H -7.32 -0.15 3.68
75 Br 8.77 -3.87 -3.72
76 C 9.33 -2.07 -4.17
77 C 9.49 -1.21 -2.94
78 Br 7.77 -0.64 -2.23
79 H 8.60 -1.67 -4.87
80 H 10.29 -2.19 -4.68
81 H 10.02 -0.29 -3.18
82 H 10.01 -1.73 -2.13

Computed properties:
2S+1 = 1
Orbital gap = 8.349 eV
DFT total energy = -40990.30939 hartree